A molecular structure, C34H33F11N11O12PbS3Te in a non-equilibrium geometry, computed with ωB97M-V/def2-TZVPD.

The value obtained for the HOMO-LUMO gap is 8.08 eV. Its molecular weight is 1427.68 g/mol. The total charge is -1.

Positions of all 106 atoms, in Å:
1 Pb 0.438 -0.770 0.218
2 C -3.168 3.146 -0.491
3 C -2.077 2.720 0.217
4 N -1.054 2.104 -0.425
5 C -1.103 1.984 -1.774
6 C -2.249 2.437 -2.419
7 N -3.285 2.991 -1.814
8 C 0.038 1.432 -2.548
9 C 0.380 2.109 -3.709
10 C 1.452 1.670 -4.463
11 C 2.114 0.526 -4.046
12 C 1.726 -0.095 -2.869
13 N 0.706 0.353 -2.133
14 C 2.444 -1.314 -2.390
15 C 3.709 -1.661 -2.847
16 N 4.305 -2.793 -2.488
17 C 3.657 -3.574 -1.633
18 C 2.434 -3.203 -1.095
19 N 1.835 -2.088 -1.489
20 C 1.910 2.421 -5.656
21 C 3.263 2.638 -5.878
22 C 3.650 3.333 -7.012
23 N 2.794 3.811 -7.914
24 C 1.496 3.619 -7.680
25 C 1.007 2.941 -6.576
26 H -3.990 3.627 0.024
27 H -1.940 2.825 1.282
28 H -2.324 2.304 -3.491
29 H -0.131 3.026 -3.968
30 H 2.913 0.119 -4.649
31 H 4.277 -1.008 -3.498
32 H 4.135 -4.504 -1.355
33 H 1.931 -3.784 -0.333
34 H 3.999 2.305 -5.157
35 H 4.700 3.516 -7.211
36 H 0.815 4.025 -8.420
37 H -0.059 2.804 -6.442
38 O 1.948 3.115 1.606
39 S 2.339 1.694 3.376
40 O 1.171 2.160 4.017
41 O 2.153 0.634 2.299
42 O 3.604 2.293 3.522
43 F 2.694 0.285 4.565
44 Te 2.714 -1.242 2.978
45 F 3.459 -2.015 4.523
46 F 0.977 -1.135 3.697
47 F 2.048 -3.138 3.137
48 F 4.445 -0.506 3.017
49 O 2.971 -1.745 1.280
50 F 0.782 5.617 2.679
51 C 1.863 5.700 1.900
52 F 1.789 6.836 1.203
53 F 2.947 5.734 2.662
54 S 1.850 4.270 0.750
55 O -0.070 1.679 0.259
56 O 0.634 4.447 0.004
57 N 3.181 4.570 -0.039
58 S 3.401 4.028 -1.507
59 O 2.554 2.917 -1.861
60 O 4.795 3.945 -1.816
61 C 2.808 5.417 -2.579
62 F 3.383 5.337 -3.784
63 F 1.486 5.370 -2.752
64 F 3.123 6.598 -2.044
65 C -4.454 0.718 2.494
66 C -4.638 -0.788 2.319
67 C -4.041 -1.339 1.019
68 C -4.153 -2.889 1.043
69 C -3.526 -3.641 -0.130
70 C -4.864 -0.849 -0.161
71 O -6.074 -0.765 -0.136
72 N -4.149 -0.553 -1.291
73 C -2.759 -0.695 -1.461
74 O -2.313 -0.633 -2.594
75 N -2.003 -0.826 -0.339
76 C -2.570 -0.966 0.885
77 O -1.874 -0.852 1.893
78 H -4.949 1.055 3.406
79 H -4.889 1.265 1.651
80 H -3.397 0.972 2.573
81 H -5.702 -1.023 2.308
82 H -4.170 -1.309 3.156
83 H -5.219 -3.121 1.093
84 H -3.687 -3.224 1.973
85 H -3.984 -3.362 -1.081
86 H -3.675 -4.714 0.008
87 H -2.454 -3.459 -0.200
88 H -4.670 -0.289 -2.114
89 N -0.108 -3.105 0.972
90 C -0.551 -3.565 1.938
91 N -1.086 -4.103 3.005
92 C -1.378 -3.286 4.199
93 C -0.388 -3.610 5.309
94 C -0.378 -5.113 5.590
95 C -0.023 -5.882 4.315
96 C -1.023 -5.552 3.212
97 H -2.399 -3.529 4.512
98 H -1.331 -2.238 3.914
99 H -0.661 -3.049 6.205
100 H 0.603 -3.286 4.991
101 H -1.366 -5.434 5.943
102 H 0.346 -5.341 6.375
103 H -0.031 -6.961 4.492
104 H 0.977 -5.589 3.982
105 H -2.025 -5.891 3.498
106 H -0.756 -6.029 2.270